# C2H9NS2

A 2-piece molecular cluster, C2H9NS2 overall in a non-equilibrium geometry (ωB97M-V with the def2-TZVPD basis set, the Open Molecules 2025 dataset).

Geometry as XYZ:
```
14
Properties=species:S:1:pos:R:3:mulliken_spin:R:1
S -2.94021 -0.11818 -1.03836 0.018
S -2.81084 -0.52788 1.10180 0.013
N 1.19743 -0.04320 -0.76231 0.787
C 1.29459 -0.82465 0.53639 0.023
C 0.82955 1.32386 -0.39425 0.037
H 2.20559 -0.55615 1.11792 0.010
H 1.60125 1.77272 0.21629 0.007
H -2.43681 -1.36638 -1.24903 0.000
H 0.72093 1.89626 -1.32667 0.006
H 0.40592 -0.71837 1.19557 0.051
H 0.35790 -0.43603 -1.26963 -0.004
H -0.11380 1.36395 0.17067 0.056
H -1.66119 0.08127 1.45264 -0.003
H 1.34969 -1.84723 0.24897 -0.002
```

Computed properties:
Kohn-Sham gap (alpha / beta) = 9.7568 / 4.2557 eV
Energy above the lowest of the compared OMol25 structures with the same formula, charge and spin = 20.7 kcal per mole
Spin multiplicity = 2
Energy = -932.3467 hartree
Expectation value of S² = 0.755
Charge = +1
LUMO energy (alpha / beta) = -3.6394 / -9.0826 eV
HOMO (alpha / beta) = -13.40 / -13.34 eV
F_max = 6.31 eV/A

# C2H9O2

A 3-piece molecular cluster, C2H9O2 overall in a non-equilibrium geometry (ωB97M-V with the def2-TZVPD basis set, the Open Molecules 2025 dataset).

Geometry as XYZ:
```
13
Properties=species:S:1:pos:R:3:mulliken_spin:R:1
O 0.69450 1.19808 0.57868 0.024
O -2.66948 0.03732 0.09329 0.156
C 1.10569 -0.53613 -1.02899 -0.097
C 1.32039 -0.07655 0.41078 0.289
H 2.41106 -0.08586 0.61234 0.002
H 0.86274 1.52623 1.46520 -0.001
H 1.57248 -1.49159 -1.29535 -0.005
H -3.27439 -0.41342 0.70855 -0.030
H 0.73946 -0.78272 1.00071 -0.155
H -1.01982 0.15233 0.48542 0.790
H 0.01211 -0.56047 -1.08174 0.037
H -3.22092 0.72150 -0.32189 -0.001
H 1.46618 0.31129 -1.62701 -0.010
```

Computed properties:
Kohn-Sham gap (alpha / beta) = 7.8960 / 10.5304 eV
Energy above the lowest of the compared OMol25 structures with the same formula, charge and spin = 0.0 kcal per mole
Spin multiplicity = 2
Energy = -231.9188 hartree
Expectation value of S² = 0.752
LUMO energy (alpha / beta) = 1.1365 / 0.3673 eV
HOMO (alpha / beta) = -6.76 / -10.16 eV
F_max = 1.57 eV/A

Question: What is the expectation value of S² in the second record?
Answer: 0.752